Record 1
DFT (ωB97M-V with the def2-TZVPD basis set) results for 3 unconnected molecules or ions with the total composition C4H12NO2.

Summary:
HOMO-LUMO gap (alpha / beta): 6.1632 / 6.8752 eV
Multiplicity: 2
M: 106.145 g/mol
<S²>: 0.857
Relative energy (zero: lowest compared OMol25 entry of this formula, charge and spin): 41.44 kcal/mol
Total charge: 0
Max |F|: 0.0621 Eh/bohr
E: -364.69379 Ha
E_LUMO (alpha / beta): 0.33 / 0.32 eV

CARTESIAN COORDINATES (ANGSTROEM)
O (-1.381, 0.158, -2.091)
O (-0.314, 2.634, -2.502)
N (-0.067, -1.174, 0.021)
C (0.675, 0.114, 2.846)
C (1.078, -0.470, 0.376)
C (-0.799, -1.928, 0.795)
C (1.483, -0.427, 1.709)
H (-0.278, 0.429, 2.421)
H (1.149, 0.955, 3.369)
H (-1.586, -2.525, 0.356)
H (-0.662, -1.983, 1.862)
H (-1.374, 1.115, -1.901)
H (2.461, -0.865, 1.951)
H (-0.130, 2.881, -3.400)
H (-0.108, -1.203, -0.982)
H (-0.474, 3.452, -2.016)
H (1.530, 0.148, -0.387)
H (0.541, -0.537, 3.734)
H (-1.495, 0.060, -3.024)



Record 2
DFT (ωB97M-V with the def2-TZVPD basis set) results for a single C4H7N3O molecule.

Summary:
HOMO-LUMO gap: 8.5687 eV
M: 113.120 g/mol
Relative energy (zero: lowest compared OMol25 entry of this formula, charge and spin): 58.36 kcal/mol
Total charge: 0
Max |F|: 0.0586 Eh/bohr
Structure (SMILES): [H]/N=C/NN/C=C\C=O
E: -396.05541 Ha
E_LUMO: 0.45 eV

CARTESIAN COORDINATES (ANGSTROEM)
O (-1.529, -1.566, -0.061)
N (0.455, 0.940, -0.113)
N (3.010, 0.169, 0.035)
N (0.767, -0.418, -0.048)
C (-0.765, 1.407, -0.035)
C (-2.005, 0.831, 0.050)
C (-2.288, -0.570, 0.062)
C (2.088, -0.700, 0.062)
H (-0.793, 2.489, -0.010)
H (-0.056, -1.009, -0.277)
H (1.287, 1.620, 0.112)
H (-2.803, 1.530, 0.259)
H (2.271, -1.753, 0.204)
H (-3.403, -0.812, 0.167)
H (3.924, -0.183, 0.083)



Record 3
DFT (ωB97M-V with the def2-TZVPD basis set) results for a molecular structure, C15H12ClNO2Re.

Summary:
HOMO-LUMO gap (alpha / beta): 7.2365 / 3.9246 eV
Multiplicity: 4
M: 459.926 g/mol
<S²>: 3.771
Relative energy (zero: lowest compared OMol25 entry of this formula, charge and spin): 0.00 kcal/mol
Total charge: +2
Max |F|: 0.1283 Eh/bohr
E: -1321.78692 Ha
E_LUMO (alpha / beta): -7.20 / -11.68 eV

CARTESIAN COORDINATES (ANGSTROEM)
Re (0.292, 0.065, -0.011)
Cl (2.142, -1.563, -0.138)
O (2.262, 0.658, 2.362)
O (-2.082, 0.610, 1.920)
N (-0.424, -1.901, 0.559)
C (-2.846, -4.115, 1.696)
C (-0.489, 0.621, -2.119)
C (-0.756, -4.508, 2.883)
C (-1.052, 1.475, -1.137)
C (0.940, 0.699, -2.051)
C (-1.152, 0.430, 1.246)
C (-3.479, -5.045, 2.517)
C (-0.871, -2.774, 1.186)
C (1.493, 0.513, 1.503)
C (-1.397, -5.435, 3.699)
C (1.879, -0.092, -2.882)
C (-2.761, -5.691, 3.529)
C (-1.487, -3.815, 1.904)
C (1.266, 1.671, -1.033)
C (0.031, 2.137, -0.433)
H (1.301, -0.904, -3.316)
H (-4.538, -5.251, 2.369)
H (-3.382, -3.594, 0.903)
H (2.263, 2.037, -0.825)
H (-0.080, 2.945, 0.301)
H (-0.824, -5.942, 4.472)
H (-3.270, -6.395, 4.188)
H (0.305, -4.285, 2.993)
H (-2.113, 1.694, -1.002)
H (-1.031, 0.011, -2.822)
H (2.270, 0.511, -3.705)
H (2.675, -0.528, -2.269)



Record 4
DFT (ωB97M-V with the def2-TZVPD basis set) results for a single C18H26N2O3S molecule.

Summary:
HOMO-LUMO gap: 9.8242 eV
M: 350.484 g/mol
Relative energy (zero: lowest compared OMol25 entry of this formula, charge and spin): 28.94 kcal/mol
Total charge: 0
Max |F|: 0.0212 Eh/bohr
Structure (SMILES): Cc1cc(C)c(S(=O)(=O)N2CCC[C@@H](C(=O)NC3CC3)C2)c(C)c1
E: -1434.90377 Ha
E_LUMO: 0.56 eV

CARTESIAN COORDINATES (ANGSTROEM)
S (0.837, -1.328, -1.575)
O (-1.480, -1.750, 3.872)
O (0.513, -1.723, -2.916)
O (1.984, -1.954, -0.977)
N (-1.037, 0.353, 3.287)
N (-0.520, -1.610, -0.614)
C (0.931, 4.749, -1.259)
C (0.926, 0.471, -1.482)
C (-0.263, -1.336, 0.780)
C (-1.426, 0.497, -2.410)
C (2.070, 1.133, -1.037)
C (-2.500, -2.919, -0.118)
C (-2.338, -2.583, 1.363)
C (-0.752, 1.449, 2.422)
C (-0.190, 2.566, -1.795)
C (-0.426, 2.775, 3.032)
C (-0.205, 1.179, -1.884)
C (3.319, 0.418, -0.634)
C (0.923, 3.253, -1.336)
C (2.044, 2.522, -0.972)
C (-1.370, -0.927, 2.988)
C (0.652, 1.987, 2.346)
C (-1.142, -2.904, -0.814)
C (-1.604, -1.250, 1.519)
H (-0.843, 0.506, 4.269)
H (-2.066, 1.210, -2.924)
H (-0.081, 5.143, -1.223)
H (2.925, 3.046, -0.629)
H (-3.312, -2.526, 1.851)
H (0.285, -0.393, 0.834)
H (-2.203, -0.455, 1.063)
H (-1.066, 3.120, -2.101)
H (-0.801, 3.664, 2.550)
H (1.424, 5.160, -2.139)
H (0.359, -2.124, 1.230)
H (-1.761, -3.360, 1.866)
H (-1.240, -3.046, -1.891)
H (-0.395, 2.846, 4.108)
H (4.093, 1.133, -0.364)
H (-1.142, -0.299, -3.092)
H (1.477, 5.089, -0.381)
H (-1.986, 0.042, -1.595)
H (-1.336, 1.446, 1.511)
H (-3.152, -2.183, -0.592)
H (-2.955, -3.903, -0.233)
H (3.132, -0.244, 0.208)
H (-0.504, -3.704, -0.411)
H (1.020, 2.329, 1.391)
H (3.677, -0.209, -1.446)
H (1.401, 1.516, 2.964)



Record 5
DFT (ωB97M-V with the def2-TZVPD basis set) results for 8 unconnected molecules or ions with the total composition C36H78BrNO16P2S8.

Summary:
HOMO-LUMO gap: 7.7858 eV
M: 1179.399 g/mol
Total charge: 0
Max |F|: 0.0557 Eh/bohr
Structure (SMILES): CCP(CC)P(C)(Br)(CCN)S(C)(=O)=O.O=S1(=O)CCCC1.O=S1(=O)CCCC1.O=S1(=O)CCCC1.O=S1(=O)CCCC1.O=S1(=O)CCCC1.O=S1(=O)CCCC1.O=S1(=O)CCCC1
E: -9119.18105 Ha
E_LUMO: 0.48 eV

CARTESIAN COORDINATES (ANGSTROEM)
Br (-1.933, 3.193, -3.137)
S (0.979, -1.823, 3.918)
S (0.999, -3.622, -0.018)
S (0.592, -4.689, -5.513)
S (-1.983, 4.544, 1.252)
S (-1.704, -8.814, -1.188)
S (1.482, 6.289, -5.285)
S (-1.208, 1.467, 7.557)
S (2.537, 4.177, 4.007)
P (-0.051, 2.837, -0.397)
P (-1.957, 3.797, -0.873)
O (-1.580, -8.887, -2.620)
O (1.298, -5.482, -4.537)
O (0.767, -3.693, 1.402)
O (2.172, 6.729, -4.101)
O (-1.678, 3.451, 2.163)
O (-1.565, 0.123, 7.155)
O (2.521, 5.253, 3.047)
O (-0.507, 1.728, 8.792)
O (-0.792, -4.328, -5.346)
O (1.099, -1.919, 2.488)
O (1.243, -2.363, -0.684)
O (-0.750, -8.104, -0.374)
O (1.187, 4.900, -5.526)
O (-3.227, 5.243, 1.547)
O (1.364, 3.816, 4.765)
O (1.946, -1.106, 4.719)
N (-3.115, 0.794, -1.196)
C (2.316, 6.952, -6.722)
C (-0.320, -3.312, 5.641)
C (0.824, -5.435, -7.130)
C (1.185, 7.439, -7.623)
C (3.918, 4.428, 5.127)
C (-1.387, -2.423, 4.993)
C (4.884, 3.262, 4.881)
C (-3.683, 3.170, -0.564)
C (-4.068, -9.449, -0.131)
C (-4.096, 1.889, -1.311)
C (0.784, -3.464, 4.599)
C (-2.415, 3.528, 6.373)
C (-0.665, -1.238, 4.346)
C (-1.444, 2.890, 5.374)
C (1.545, -3.213, -5.839)
C (-0.317, -4.499, -0.865)
C (0.341, -5.703, -1.547)
C (-2.678, 2.497, 7.478)
C (2.487, -3.613, -6.970)
C (-0.343, 2.255, 6.209)
C (1.178, 2.992, -1.770)
C (4.696, 2.810, 3.428)
C (2.303, -4.769, -0.444)
C (-1.835, 5.596, -1.419)
C (-0.210, 1.103, 0.190)
C (-3.353, -8.248, -0.760)
C (1.575, -6.080, -0.724)
C (3.190, 2.715, 3.214)
C (-2.995, -10.338, 0.509)
C (0.187, 8.144, -6.697)
C (1.076, 0.581, 0.867)
C (1.637, -4.429, -7.952)
C (-0.030, 7.238, -5.479)
C (-0.682, 5.813, 1.438)
C (-1.887, -10.466, -0.530)
C (1.565, 4.470, -2.092)
H (1.554, 8.104, -8.403)
H (-0.391, 0.461, -0.691)
H (-0.780, 5.889, -1.475)
H (-3.427, 0.148, -0.481)
H (-2.608, -9.858, 1.411)
H (-1.062, 0.932, 0.857)
H (2.650, 4.482, -2.249)
H (2.090, 2.477, -1.425)
H (-3.524, 1.855, 7.234)
H (2.940, 7.782, -6.389)
H (-0.755, 8.353, -7.203)
H (0.927, -0.486, 1.076)
H (0.648, -5.429, -2.557)
H (-0.149, -5.631, -7.575)
H (-1.957, 4.422, 6.805)
H (3.016, -4.835, 0.376)
H (1.364, -6.371, -6.992)
H (2.253, -4.935, -8.694)
H (1.729, -3.803, 5.019)
H (-5.013, 1.528, -0.803)
H (0.605, 9.101, -6.374)
H (0.852, -2.435, -6.160)
H (-3.344, 3.836, 5.893)
H (0.701, 6.587, -8.107)
H (0.960, -3.760, -8.489)
H (3.296, -4.234, -6.579)
H (-0.940, -10.803, -0.113)
H (-1.047, -4.809, -0.117)
H (0.074, -2.822, 6.535)
H (-0.556, -0.407, 5.044)
H (1.964, 0.639, 0.221)
H (2.901, 2.707, 2.164)
H (0.852, 2.449, -2.670)
H (-0.725, -4.280, 5.938)
H (3.550, 4.440, 6.151)
H (2.795, -4.393, -1.341)
H (-1.919, -2.994, 4.226)
H (-2.126, -2.083, 5.719)
H (0.314, 3.010, 6.632)
H (-0.209, 7.813, -4.573)
H (-3.252, -7.426, -0.052)
H (-4.415, 2.060, -2.345)
H (1.265, -6.544, 0.215)
H (-0.846, 6.536, -5.641)
H (1.041, 4.733, -3.017)
H (-2.437, 6.251, -0.778)
H (4.642, 2.436, 5.553)
H (-2.236, 5.632, -2.435)
H (-4.420, 3.949, -0.813)
H (-1.109, 6.785, 1.145)
H (-0.352, -6.532, -1.629)
H (-3.856, -7.902, -1.660)
H (-0.786, -3.832, -1.586)
H (1.252, 1.069, 1.837)
H (2.214, -6.786, -1.254)
H (0.174, 5.631, 0.782)
H (-1.041, 3.620, 4.679)
H (-3.393, -11.313, 0.791)
H (-0.387, 5.912, 2.489)
H (-4.812, -9.127, 0.596)
H (-3.027, 0.308, -2.080)
H (2.064, -2.902, -4.934)
H (5.124, 3.554, 2.752)
H (-1.963, 2.122, 4.795)
H (-1.169, -0.899, 3.442)
H (5.913, 3.557, 5.083)
H (-2.189, -11.118, -1.351)
H (2.930, 6.180, -7.179)
H (2.773, 1.845, 3.724)
H (-2.839, 2.968, 8.445)
H (4.375, 5.386, 4.886)
H (2.931, -2.740, -7.447)
H (-3.755, 2.947, 0.511)
H (5.187, 1.857, 3.234)
H (0.238, 1.516, 5.662)
H (0.475, -4.124, 3.788)
H (1.358, 5.158, -1.263)
H (-4.592, -10.013, -0.907)



Record 6
DFT (ωB97M-V with the def2-TZVPD basis set) results for a gas-phase ion, C4H13N2O (charge +1).

Summary:
HOMO-LUMO gap: 10.3690 eV
M: 105.161 g/mol
Relative energy (zero: lowest compared OMol25 entry of this formula, charge and spin): 72.72 kcal/mol
Total charge: +1
Max |F|: 0.0634 Eh/bohr
Structure (SMILES): N[C@H](C[NH3+])CCO
E: -344.65095 Ha
E_LUMO: -3.23 eV

CARTESIAN COORDINATES (ANGSTROEM)
O (-2.470, 1.187, -0.122)
N (2.148, -0.617, 1.469)
N (1.825, 0.221, -0.803)
C (-2.180, -0.051, -0.810)
C (0.622, -0.708, 1.242)
C (0.439, 0.215, 0.007)
C (-0.628, -0.185, -0.967)
H (-3.429, 1.327, -0.431)
H (2.435, -0.132, 0.563)
H (2.680, -1.548, 1.540)
H (1.666, -0.515, -1.597)
H (0.157, -0.550, 2.297)
H (-2.717, -0.776, -0.139)
H (1.894, 1.202, -1.279)
H (-2.559, -0.096, -1.874)
H (0.536, -1.718, 0.773)
H (-0.464, 0.569, -1.820)
H (2.387, -0.154, 2.360)
H (0.193, 1.272, 0.360)
H (-0.350, -1.236, -1.265)